1.
Molecular formula: C38H73BF9NO17PS
Method: DFT, ωB97M-V with the def2-TZVPD basis set

CARTESIAN COORDINATES (ANGSTROEM)
C: 0.02 -4.12 2.03
C: 0.54 -3.09 3.13
B: 0.98 -1.65 2.52
O: 2.40 -1.42 2.41
P: -0.41 -0.38 2.05
C: -0.27 0.14 3.94
C: -2.04 0.66 1.97
C: -3.24 -0.07 1.31
O: -4.02 0.60 0.62
O: -3.51 -1.42 1.45
O: 0.63 0.91 1.57
C: 0.86 1.07 0.15
C: 0.28 2.50 -0.20
C: 0.63 3.01 -1.66
C: 1.41 4.37 -1.75
C: 1.24 4.92 -3.24
C: 1.54 6.49 -3.20
N: 0.33 7.18 -2.68
C: 2.41 0.97 -0.05
C: 3.24 2.18 0.50
C: 3.56 2.07 2.06
C: 4.02 3.42 2.71
C: 2.85 4.51 2.82
F: 2.91 5.24 1.64
F: 1.68 3.78 2.94
C: 3.16 5.36 4.11
F: 4.50 5.62 4.22
F: 2.82 4.60 5.20
S: 2.23 6.99 4.25
F: 3.36 7.57 5.31
F: 1.41 6.46 5.58
F: 1.02 6.50 3.29
F: 3.06 7.68 3.04
F: 1.43 8.41 4.43
C: 0.06 -0.15 -0.57
C: 0.90 -1.09 -1.52
C: 0.13 -2.38 -1.99
O: -0.70 -2.19 -3.17
C: -0.41 -3.05 -4.19
O: -0.97 -2.91 -5.27
C: -1.27 0.25 -1.37
O: -1.01 0.68 -2.72
O: -1.95 1.59 -3.17
O: -0.51 -1.02 0.44
H: -1.08 -4.34 2.16
H: 0.15 -3.78 0.97
H: 0.54 -5.10 2.22
H: 1.35 -3.60 3.72
H: -0.31 -2.94 3.86
H: 2.77 -2.24 2.02
H: -1.30 -1.42 2.59
H: -0.31 1.27 3.94
H: 0.72 -0.22 4.34
H: -1.13 -0.32 4.50
H: -2.34 0.86 3.04
H: -1.93 1.66 1.49
H: -4.48 -1.49 1.32
H: -0.82 2.58 -0.05
H: 0.75 3.21 0.55
H: 1.11 2.18 -2.24
H: -0.37 3.19 -2.17
H: 1.12 5.13 -0.97
H: 2.52 4.18 -1.64
H: 0.21 4.68 -3.63
H: 1.99 4.42 -3.91
H: 2.43 6.60 -2.52
H: 1.83 6.87 -4.21
H: -0.46 6.78 -3.21
H: 0.12 6.90 -1.71
H: 2.87 0.03 0.36
H: 2.60 0.94 -1.17
H: 2.83 3.19 0.26
H: 4.25 2.14 0.00
H: 2.74 1.56 2.63
H: 4.44 1.37 2.13
H: 4.44 3.17 3.73
H: 4.84 3.93 2.13
H: 1.18 -0.52 -2.44
H: 1.85 -1.45 -1.04
H: 0.92 -3.14 -2.27
H: -0.50 -2.86 -1.21
H: 0.29 -3.93 -4.10
H: -1.88 -0.70 -1.44
H: -1.91 0.98 -0.79
H: -2.81 1.44 -2.73
O: 2.01 4.78 -5.98
C: 1.06 4.26 -6.53
O: 0.59 3.10 -6.07
C: -0.64 2.49 -6.50
C: -0.42 1.66 -7.75
C: 0.47 4.86 -7.78
H: -1.42 3.24 -6.63
H: -0.96 1.85 -5.68
H: -0.08 2.26 -8.59
H: -1.35 1.15 -8.03
H: 0.35 0.90 -7.57
H: 1.06 4.53 -8.64
H: 0.53 5.95 -7.70
H: -0.57 4.62 -7.93
O: -3.04 -6.59 1.97
C: -2.57 -7.04 2.98
O: -1.29 -7.46 3.01
C: -0.59 -7.82 4.20
C: -0.84 -9.28 4.56
C: -3.43 -7.24 4.20
H: -0.83 -7.14 5.02
H: 0.47 -7.68 3.98
H: -1.89 -9.46 4.77
H: -0.25 -9.56 5.43
H: -0.57 -9.92 3.72
H: -3.97 -8.18 4.12
H: -4.15 -6.42 4.25
H: -2.88 -7.21 5.14
O: -4.66 3.74 -3.25
C: -5.48 3.53 -2.39
O: -5.77 2.26 -2.04
C: -6.58 1.90 -0.92
C: -8.05 1.90 -1.29
C: -6.27 4.66 -1.78
H: -6.36 2.54 -0.06
H: -6.28 0.89 -0.64
H: -8.39 2.89 -1.59
H: -8.66 1.57 -0.44
H: -8.23 1.23 -2.14
H: -7.11 4.90 -2.42
H: -5.62 5.53 -1.70
H: -6.63 4.45 -0.77
O: 2.52 -6.84 3.80
C: 3.26 -7.26 2.94
O: 3.37 -6.59 1.78
C: 4.35 -6.88 0.77
C: 3.87 -7.98 -0.16
C: 3.98 -8.57 3.11
H: 5.31 -7.11 1.23
H: 4.48 -5.96 0.21
H: 3.71 -8.92 0.38
H: 4.59 -8.15 -0.95
H: 2.91 -7.70 -0.61
H: 3.31 -9.38 2.83
H: 4.25 -8.68 4.16
H: 4.90 -8.64 2.54

Its charge is -1. For the HOMO energy, the calculation gives -3.7 eV.

Mulliken atomic charge list, values in e, 5 entries:
1 C 0.04
2 C -0.54
3 B 0.62
4 O -0.80
5 P 0.40

2.
Molecular formula: C38H75F3IN4O6S
Method: DFT, ωB97M-V with the def2-TZVPD basis set

CARTESIAN COORDINATES (ANGSTROEM)
C: -2.26 -6.82 -3.04
C: -1.97 -5.31 -3.19
C: -0.71 -4.92 -2.38
C: 0.25 -3.95 -3.08
C: 1.70 -4.52 -3.07
C: 2.11 -5.19 -1.74
C: 2.50 -6.65 -1.92
C: 2.57 -7.40 -0.61
O: 1.30 -7.47 -0.01
C: 1.14 -6.75 1.20
C: 2.72 -3.50 -3.55
I: 4.75 -4.18 -3.59
N: 2.65 -2.22 -2.76
C: 1.44 -2.07 -1.91
C: 1.53 -0.69 -1.28
C: 2.79 -0.57 -0.38
O: 3.89 0.02 -1.01
C: 2.41 0.09 0.94
F: 1.46 -0.69 1.55
F: 3.47 0.20 1.79
F: 1.87 1.32 0.73
C: 0.16 -2.41 -2.70
C: -1.06 -2.06 -1.85
C: -2.45 -2.17 -2.54
C: -3.29 -0.88 -2.46
C: -4.30 -0.80 -3.58
N: -5.19 -1.98 -3.66
C: 0.15 -1.64 -4.04
S: -0.18 0.13 -4.08
O: -1.36 0.35 -4.86
O: 1.05 0.73 -4.53
H: -1.78 -7.37 -3.85
H: -3.32 -7.01 -3.02
H: -1.86 -7.19 -2.10
H: -2.85 -4.80 -2.84
H: -1.81 -5.10 -4.24
H: -0.17 -5.86 -2.29
H: -0.96 -4.64 -1.36
H: -0.04 -4.00 -4.13
H: 1.71 -5.29 -3.83
H: 1.29 -5.20 -1.02
H: 2.93 -4.67 -1.25
H: 3.45 -6.76 -2.44
H: 1.74 -7.12 -2.56
H: 3.32 -6.94 0.04
H: 2.91 -8.41 -0.81
H: 1.91 -6.00 1.34
H: 0.18 -6.24 1.17
H: 1.12 -7.42 2.05
H: 2.51 -3.28 -4.59
H: 3.52 -2.15 -2.22
H: 2.67 -1.41 -3.39
H: 1.46 -2.77 -1.07
H: 0.68 -0.48 -0.65
H: 1.64 0.09 -2.03
H: 3.08 -1.59 -0.10
H: 3.61 0.79 -1.49
H: -1.00 -1.03 -1.51
H: -1.08 -2.64 -0.94
H: -2.40 -2.57 -3.54
H: -2.99 -2.90 -1.96
H: -2.66 0.01 -2.41
H: -3.85 -0.92 -1.52
H: -4.93 0.08 -3.49
H: -3.81 -0.72 -4.54
H: -5.23 -2.49 -2.79
H: -4.91 -2.58 -4.41
H: 1.10 -1.73 -4.56
H: -0.58 -2.07 -4.71
H: -0.35 0.54 -2.80
C: 3.45 3.26 3.12
C: 2.44 4.38 2.80
C: 2.48 4.70 1.31
C: 3.74 5.46 0.90
C: 3.93 6.71 1.76
C: 3.88 6.44 3.26
N: 2.69 5.61 3.61
O: 1.62 6.34 3.65
C: 5.18 5.76 3.73
C: 3.81 7.77 4.01
C: 1.08 3.78 3.16
H: 3.01 2.29 2.89
H: 4.37 3.32 2.53
H: 3.72 3.24 4.18
H: 1.60 5.30 1.05
H: 2.40 3.77 0.74
H: 4.62 4.81 0.97
H: 3.67 5.75 -0.15
H: 4.89 7.18 1.52
H: 3.16 7.44 1.49
H: 5.09 5.46 4.78
H: 6.01 6.46 3.66
H: 5.46 4.89 3.15
H: 2.99 8.39 3.67
H: 4.73 8.32 3.84
H: 3.70 7.61 5.08
H: 1.01 3.51 4.21
H: 0.95 2.88 2.56
H: 0.26 4.45 2.91
C: -1.90 1.72 3.14
C: -2.80 1.52 1.90
C: -2.65 2.71 0.96
C: -3.31 3.98 1.49
C: -4.77 3.72 1.85
C: -4.98 2.52 2.78
N: -4.23 1.33 2.28
O: -4.87 0.75 1.32
C: -4.55 2.88 4.21
C: -6.46 2.19 2.86
C: -2.28 0.25 1.23
H: -0.87 1.44 2.90
H: -1.84 2.76 3.47
H: -2.22 1.11 3.98
H: -3.09 2.46 -0.01
H: -1.58 2.89 0.78
H: -2.77 4.36 2.35
H: -3.25 4.76 0.73
H: -5.20 4.61 2.32
H: -5.34 3.56 0.92
H: -4.58 2.00 4.85
H: -5.24 3.61 4.63
H: -3.56 3.32 4.28
H: -6.91 2.04 1.87
H: -6.99 3.02 3.33
H: -6.64 1.30 3.45
H: -2.37 -0.61 1.90
H: -1.23 0.38 0.98
H: -2.82 0.02 0.31

As for the expectation value of S²: 2.01. Its charge is +1. As for the multiplicity: 3. For the HOMO energy (spin up / spin down), the calculation gives -9.9 / -10.8 eV.

Mulliken atomic charge list, values in e, 5 entries:
1 C -1.38
2 C -0.42
3 C -1.13
4 C -0.16
5 C -0.15

3.
Molecular formula: C38H75I2N5O8PSi
Method: DFT, ωB97M-V with the def2-TZVPD basis set

CARTESIAN COORDINATES (ANGSTROEM)
C: 1.77 2.55 7.21
C: 2.59 2.55 5.91
C: 1.91 3.25 4.73
C: 2.08 2.52 3.39
C: 2.34 3.43 2.18
C: 1.07 3.95 1.49
C: 0.24 2.85 0.82
C: -0.98 2.42 1.62
C: -2.00 1.63 0.79
N: -2.13 0.24 1.30
C: -1.53 -0.76 0.62
C: -0.78 -0.50 -0.65
C: -1.69 -0.42 -1.88
C: -0.91 0.00 -3.12
N: -0.32 1.30 -3.13
O: -0.81 -0.76 -4.04
C: -1.60 -2.03 1.11
C: -2.25 -2.27 2.30
C: -2.29 -3.67 2.85
O: -3.18 -4.43 2.57
O: -1.24 -3.94 3.64
P: -1.26 -5.26 4.68
N: 0.11 -5.65 5.25
C: -2.85 -1.24 3.00
C: -3.43 -1.49 4.33
I: -5.31 -2.39 4.40
C: -2.77 -1.22 5.46
C: -3.22 -1.42 6.86
I: -0.82 -0.44 5.34
C: -2.80 0.03 2.47
C: -3.45 1.17 3.18
C: -4.98 1.10 3.17
O: -5.43 2.00 2.18
Si: -7.02 1.81 1.63
C: -8.14 1.33 3.05
C: -7.03 0.40 0.39
C: -7.59 3.40 0.87
H: 2.39 2.78 8.07
H: 1.34 1.58 7.41
H: 0.97 3.29 7.19
H: 3.55 3.04 6.11
H: 2.83 1.52 5.65
H: 2.25 4.28 4.65
H: 0.84 3.30 4.97
H: 2.91 1.83 3.47
H: 1.19 1.90 3.23
H: 2.90 4.30 2.52
H: 2.95 2.90 1.45
H: 1.38 4.68 0.74
H: 0.47 4.49 2.22
H: -0.10 3.26 -0.14
H: 0.88 2.00 0.59
H: -1.46 3.31 2.01
H: -0.70 1.82 2.48
H: -2.99 2.07 0.84
H: -1.74 1.59 -0.25
H: -0.10 -1.34 -0.79
H: -0.16 0.40 -0.56
H: -2.11 -1.40 -2.09
H: -2.50 0.30 -1.71
H: -0.82 1.94 -2.53
H: 0.65 1.28 -2.82
H: -1.12 -2.84 0.58
H: -2.22 -4.81 5.59
H: -1.92 -6.27 3.98
H: 0.91 -5.10 4.98
H: -4.31 -1.48 6.91
H: -2.91 -0.58 7.47
H: -2.78 -2.32 7.29
H: -3.07 1.20 4.20
H: -3.22 2.13 2.74
H: -5.35 1.41 4.16
H: -5.33 0.09 2.97
H: -9.16 1.64 2.84
H: -8.10 0.25 3.21
H: -7.83 1.79 3.99
H: -6.33 -0.39 0.64
H: -6.80 0.78 -0.60
H: -8.04 -0.01 0.35
H: -8.27 3.15 0.05
H: -8.13 3.99 1.61
H: -6.78 3.99 0.45
C: 8.12 2.89 -3.50
O: 6.98 3.12 -4.31
C: 6.24 1.95 -4.64
C: 4.89 1.96 -3.97
N: 5.01 1.80 -2.53
C: 3.78 2.01 -1.78
C: 3.14 3.39 -1.82
O: 3.88 4.40 -1.17
C: 4.88 5.03 -1.95
H: 8.67 3.83 -3.45
H: 7.85 2.58 -2.49
H: 8.77 2.13 -3.94
H: 6.80 1.05 -4.38
H: 6.09 1.95 -5.73
H: 4.29 1.14 -4.37
H: 4.39 2.90 -4.25
H: 5.72 2.44 -2.19
H: 3.99 1.78 -0.74
H: 3.04 1.28 -2.13
H: 2.20 3.33 -1.26
H: 2.88 3.70 -2.84
H: 4.60 5.08 -3.01
H: 5.85 4.53 -1.87
H: 4.99 6.05 -1.58
C: 0.62 -7.28 -7.22
O: 1.87 -6.93 -6.66
C: 2.51 -5.83 -7.29
C: 2.56 -4.63 -6.37
N: 1.24 -4.07 -6.16
C: 1.16 -3.05 -5.12
C: 1.50 -3.43 -3.69
O: 0.57 -4.31 -3.07
C: 0.79 -5.69 -3.32
H: 0.31 -8.21 -6.75
H: -0.15 -6.52 -7.03
H: 0.70 -7.43 -8.30
H: 2.02 -5.58 -8.23
H: 3.54 -6.14 -7.52
H: 3.20 -3.86 -6.82
H: 3.05 -4.95 -5.44
H: 0.60 -4.82 -5.92
H: 0.15 -2.65 -5.12
H: 1.82 -2.22 -5.41
H: 1.47 -2.52 -3.09
H: 2.52 -3.83 -3.59
H: 1.85 -5.92 -3.44
H: 0.25 -6.04 -4.20
H: 0.41 -6.24 -2.46

Its charge is +1. For the HOMO energy, the calculation gives -10.0 eV.

Mulliken atomic charge list, values in e, 5 entries:
1 C -1.14
2 C -0.39
3 C -0.68
4 C -0.60
5 C -0.24